# 1
The following is a DFT calculation (ωB97M-V/def2-TZVPD) of a 10-piece molecular cluster, C19H61N17O10 overall.

The geometry in XYZ format:
```
107
Properties=species:S:1:pos:R:3:forces:R:3:mulliken_charge:R:1
C 22.23613 19.29536 -7.79413 -0.32 -0.64 0.10 0.610
O 22.73695 19.98170 -8.68395 0.03 0.11 0.00 -0.794
N 20.99810 19.53324 -7.29440 -0.07 0.30 -0.02 0.189
N 22.87822 18.19389 -7.29332 -0.44 0.48 -0.17 -0.416
H 20.51394 20.35986 -7.64115 0.03 0.07 -0.11 -0.192
H 20.52626 18.98282 -6.59891 0.36 -0.26 0.08 0.195
H 22.46906 17.72058 -6.51061 0.34 -0.23 0.06 0.167
H 23.81041 18.02634 -7.61953 0.05 -0.14 0.16 0.245
C 17.06651 24.08665 -6.42150 -0.66 -0.55 -0.14 0.615
O 17.48930 24.43840 -7.50499 0.16 0.13 0.02 -0.652
N 17.54649 23.00736 -5.72949 -0.03 0.05 0.21 -0.231
N 15.96829 24.70044 -5.84576 0.16 0.01 -0.04 -0.549
H 17.18510 22.79779 -4.81651 0.12 -0.01 0.02 0.170
H 18.39453 22.54897 -6.01729 0.11 0.20 -0.17 0.115
H 15.37788 25.15149 -6.52460 0.05 0.18 0.05 0.254
H 15.47699 24.24939 -5.09255 0.05 -0.05 -0.04 0.188
C 21.30732 22.53399 -11.96264 0.52 -0.09 -0.21 0.591
O 22.15344 23.33321 -11.58157 -0.25 0.21 0.18 -0.698
N 20.45958 22.80188 -13.00624 0.14 -0.19 0.28 -0.322
N 21.16923 21.27699 -11.46100 -0.37 -0.44 0.01 -0.202
H 19.74747 22.12823 -13.23488 -0.13 0.17 -0.14 0.177
H 20.60650 23.65856 -13.50259 -0.15 -0.01 -0.08 0.195
H 20.56022 20.62096 -11.92834 -0.15 0.10 0.12 0.199
H 21.51042 21.01637 -10.55225 0.38 0.15 -0.09 0.174
C 13.38987 16.47445 -9.09621 0.60 0.14 -0.63 0.605
O 13.55474 15.88052 -10.14745 -0.08 -0.17 0.30 -0.696
N 14.14973 17.55957 -8.74740 -0.25 0.74 0.31 0.082
N 12.47566 16.09695 -8.14664 0.15 0.34 -0.18 -0.329
H 13.88158 18.14326 -7.97194 -0.07 -0.15 0.05 0.076
H 14.76217 18.03247 -9.39590 -0.14 -0.10 -0.47 -0.119
H 12.33423 16.70436 -7.36121 -0.13 -0.43 0.27 0.147
H 12.18784 15.13767 -8.15659 -0.28 0.05 0.10 0.239
C 18.84396 19.27573 -13.90884 0.15 -0.13 0.89 0.487
O 18.81617 20.02084 -12.91570 0.06 0.47 -0.58 -0.742
N 19.19786 19.72578 -15.15512 -0.12 -0.52 0.40 -0.444
N 18.59528 17.96448 -13.77083 0.01 -0.40 -0.31 -0.269
H 19.10741 20.70929 -15.32727 0.02 0.00 -0.15 0.244
H 19.07877 19.06227 -15.89960 -0.01 0.39 -0.32 0.173
H 18.34222 17.55181 -12.84610 0.07 0.18 -0.35 0.245
H 18.63740 17.34450 -14.56140 -0.03 0.05 0.02 0.172
C 20.51343 22.82578 -8.60183 1.04 0.78 0.09 0.171
O 19.80620 21.83138 -8.34142 -0.79 -0.01 0.19 -0.720
N 21.85873 22.68798 -8.58134 -0.29 -0.59 0.25 -0.195
N 20.00194 24.04897 -8.85488 0.10 -0.91 0.09 -0.298
H 22.53652 23.40476 -8.76292 -0.30 0.17 -0.36 0.206
H 22.16696 21.71641 -8.63520 0.36 0.19 0.14 -0.014
H 20.62901 24.78737 -9.11170 -0.24 0.17 -0.09 0.207
H 19.01386 24.16306 -8.67545 0.05 0.39 0.02 0.348
C 16.73816 20.41579 -9.66054 0.65 -0.43 0.36 0.436
O 15.81906 19.80203 -10.19658 -0.29 0.15 -0.08 -0.836
N 18.00420 20.50151 -10.15657 -0.63 -0.09 0.00 0.676
N 16.62924 20.98468 -8.42037 -0.16 -0.02 -0.14 0.195
H 18.12777 20.49424 -11.16030 0.16 -0.25 0.03 0.280
H 18.69059 20.91674 -9.54262 0.28 0.39 -0.42 -0.350
H 15.77028 20.88632 -7.91627 0.01 0.01 0.04 0.003
H 17.43498 21.41774 -8.00237 -0.11 0.21 0.06 -0.126
C 9.66261 17.97503 -9.26377 -0.37 -0.66 -0.61 -1.332
C 10.08893 18.94430 -8.19110 -0.52 0.15 0.73 0.544
C 11.19690 19.86761 -8.65260 0.37 0.33 0.31 -0.540
O 11.58977 20.65028 -7.52628 -0.13 0.03 0.28 -0.423
C 12.74519 21.40048 -7.79429 0.48 -0.65 -0.24 -0.164
N 8.89832 19.64067 -7.68683 -0.04 0.43 -0.15 -0.728
H 9.11425 17.07806 -8.96356 0.25 0.15 0.78 0.317
H 10.51140 17.59314 -9.83367 -0.06 0.25 -0.20 0.290
H 8.90844 18.43865 -9.90881 0.49 0.31 -0.32 0.376
H 10.49686 18.44959 -7.30113 0.05 -0.31 -0.21 0.159
H 10.89269 20.56520 -9.44359 -0.11 -0.26 -0.21 0.321
H 12.07132 19.28808 -8.97736 -0.16 -0.01 -0.26 0.229
H 13.59808 20.72107 -7.97381 -0.12 0.08 -0.17 -0.289
H 13.01804 21.99121 -6.92350 -0.34 0.25 0.00 0.316
H 12.62174 21.99951 -8.70129 0.07 0.26 0.15 0.323
H 9.16525 20.40471 -7.07239 0.15 -0.19 0.11 0.276
H 8.41894 20.10091 -8.45715 -0.02 -0.17 -0.06 0.283
C 19.92416 17.52106 -10.23591 0.14 -0.14 0.19 -1.078
C 18.72868 16.57907 -10.20198 -0.23 0.45 -0.49 0.177
C 18.07160 16.53776 -8.83184 1.22 -0.10 -0.05 0.197
O 17.03154 15.59952 -8.85967 0.00 0.25 -0.30 -0.391
C 16.24287 15.61734 -7.71803 -0.63 -0.75 1.11 -0.353
N 17.76593 17.00873 -11.24463 0.07 -0.06 0.55 -0.689
H 20.40812 17.52987 -11.21296 -0.16 -0.09 -0.10 0.451
H 20.68486 17.19149 -9.52330 -0.06 0.19 0.10 0.515
H 19.60799 18.54159 -10.01775 0.10 0.01 0.14 -0.016
H 19.09949 15.57100 -10.40891 -0.31 -0.06 -0.22 0.246
H 17.74516 17.54123 -8.52777 -0.23 -0.02 -0.08 -0.437
H 18.88319 16.22320 -8.14872 -0.36 0.02 0.31 0.379
H 16.77321 15.27215 -6.81672 0.36 0.19 -0.08 0.306
H 15.43735 14.88630 -7.83254 0.04 0.11 -0.32 0.342
H 15.76112 16.57651 -7.50583 0.37 -0.02 -0.16 -0.078
H 17.56408 17.99612 -11.06515 -0.07 -0.05 0.04 0.179
H 16.88027 16.53554 -11.07550 0.03 -0.10 -0.17 0.276
C 17.53455 19.03549 -5.90904 -0.81 1.19 0.37 0.407
C 17.78800 18.95062 -4.41290 -0.08 -0.72 -0.04 0.373
C 16.46009 18.69155 -3.67410 -0.56 0.07 -1.34 -0.741
O 16.60564 18.17837 -2.38565 0.01 0.34 0.20 -0.401
C 16.96038 19.16533 -1.42268 0.11 -0.52 0.17 -0.683
N 18.73882 17.84932 -4.21311 0.10 0.09 0.42 -0.610
H 17.06910 18.12878 -6.29442 0.27 -0.14 -0.03 -0.046
H 18.40997 19.32705 -6.48434 0.10 -0.30 0.02 -0.700
H 16.81155 19.84390 -6.07371 -0.01 -0.13 -0.11 0.108
H 18.18447 19.90039 -4.04122 0.46 -0.16 -0.09 0.346
H 15.90074 17.97657 -4.29456 0.16 -0.39 0.42 0.298
H 15.80396 19.57655 -3.73334 0.26 0.19 0.42 0.383
H 17.54297 19.98107 -1.85364 -0.02 0.02 -0.04 0.301
H 17.57664 18.65302 -0.68237 -0.01 0.15 0.06 0.267
H 16.07758 19.56194 -0.91591 -0.07 0.08 -0.14 0.280
H 18.28132 16.99476 -4.52463 0.07 0.04 -0.23 0.245
H 18.87103 17.67580 -3.21928 0.07 0.19 -0.02 0.307
```
Forces are in eV/Å.

As for the relative energy (zero: lowest compared OMol25 entry of this formula, charge and spin): 0.0 kJ/mol. The frontier orbital gap comes out at 9.04 eV. The SMILES is COC[C@H](C)N.COC[C@H](C)N.COC[C@H](C)N.NC(N)=O.NC(N)=O.NC(N)=O.NC(N)=O.NC(N)=O.NC(N)=O.NC(N)=O. The calculation puts the HOMO energy at -9.1 eV.



# 2
The following is a DFT calculation (ωB97M-V/def2-TZVPD) of C19H64B2NO36 as an isolated structure.

The geometry in XYZ format:
```
122
Properties=species:S:1:pos:R:3:forces:R:3:mulliken_charge:R:1
C -3.66227 0.33950 -0.81548 -0.26 2.27 2.20 -1.319
C -2.59962 1.01540 0.09676 -0.66 -0.14 -5.38 -1.291
C -1.26446 0.41293 -0.16030 1.89 -0.98 0.54 0.559
C -0.11328 0.98804 0.79528 -3.35 0.23 -2.17 -1.423
N 1.18801 1.06180 0.17617 1.05 -2.63 -1.57 1.239
C 2.23068 1.38989 1.11921 -3.87 3.76 4.08 -1.194
C 2.17130 2.96096 1.27955 -2.88 -3.65 -3.50 -2.078
C 1.57242 3.41705 -0.06645 -0.58 1.58 -0.67 1.683
C 1.27503 2.14106 -0.90563 -0.17 0.36 -1.82 0.414
C 1.66696 -0.34533 -0.36339 -3.52 -1.79 -0.22 -1.636
C 1.92156 -1.53620 0.67867 6.64 -0.06 -10.99 -1.370
C 1.97134 -2.97027 -0.08193 1.23 -0.32 -0.83 -0.675
H -4.60656 0.85795 -0.78958 -0.42 0.78 0.34 0.560
H -3.95904 -0.57061 -0.44045 -0.06 -2.60 0.32 0.227
H -3.44279 0.38127 -1.81669 1.06 -0.57 -2.27 0.290
H -2.86877 0.90915 1.01255 -1.78 -1.40 6.25 0.872
H -2.79442 2.07140 -0.00131 1.21 0.89 -0.75 0.133
H -1.01907 0.61784 -1.16443 0.51 0.68 -1.42 0.326
H -1.27689 -0.73680 -0.23928 -0.25 1.55 0.92 -0.182
H -0.12607 0.46088 1.68889 0.61 -1.28 1.61 0.861
H -0.45523 1.97858 1.04930 0.16 0.66 0.00 0.355
H 3.12593 1.11791 0.82331 4.28 -1.48 -1.79 1.118
H 2.04093 1.00759 2.13476 -0.06 -0.61 -0.64 0.187
H 3.12525 3.21735 1.24882 4.07 1.97 1.35 0.699
H 1.43865 3.19734 1.96765 -0.32 0.88 2.24 0.706
H 2.36768 4.12442 -0.60010 -2.27 -1.37 0.83 -0.170
H 0.55669 3.93535 0.23096 2.20 -0.54 -1.37 -0.579
H 2.11764 1.88354 -1.65699 -1.08 0.26 1.65 0.012
H 0.32217 2.23070 -1.58436 1.58 -0.53 1.80 -0.297
H 2.62456 -0.08640 -0.63545 1.90 0.29 -1.75 1.178
H 0.92371 -0.70695 -1.20285 1.69 1.04 1.53 0.387
H 1.34514 -1.54605 1.36335 -7.97 -0.51 8.69 1.457
H 2.86349 -1.30561 1.08287 1.45 -0.03 0.62 0.176
H 0.98985 -3.30447 -0.34281 -0.97 0.08 0.01 0.218
H 2.36221 -3.77800 0.56848 -0.14 0.78 0.14 -0.108
H 2.54481 -3.23125 -1.10054 -0.78 1.71 2.13 0.206
O -5.79936 -2.01483 -1.39653 -2.90 -3.43 3.35 -0.821
C -6.37984 -2.91589 -0.59018 6.33 10.30 -8.38 0.640
O -5.67521 -3.53829 0.17317 1.46 -3.80 3.26 -0.310
B -6.63461 -4.55243 0.73158 -0.33 1.87 0.38 1.451
O -7.93450 -4.15354 0.07506 -0.58 -6.77 4.78 -0.682
C -7.74021 -3.18728 -0.62251 -3.95 3.46 -4.57 0.243
O -8.58748 -2.66294 -1.31026 0.02 0.89 -0.14 -0.708
O -6.76618 -4.28820 2.14923 0.82 -1.44 -0.74 -0.476
C -6.45018 -5.48772 2.65650 -2.20 2.46 6.19 0.528
O -6.77968 -5.72948 3.81121 1.33 -0.40 -1.51 -0.653
C -6.05367 -6.42881 1.63375 -1.66 -4.18 2.57 0.679
O -6.20822 -5.89314 0.54287 0.08 3.11 -6.09 -0.442
O -6.18326 -7.60788 1.77443 1.48 -1.80 0.98 -0.624
O -4.21685 -5.15958 -2.45876 0.96 2.27 2.91 -0.756
C -3.64695 -4.56973 -1.49346 -3.99 -5.61 -5.78 0.644
O -3.39540 -5.17758 -0.41730 1.73 -0.03 4.37 -0.642
B -2.37689 -4.30010 0.30637 -0.78 -1.19 -1.17 1.689
O -2.11567 -3.21143 -0.63336 1.17 0.81 2.41 -0.328
C -2.85929 -3.41667 -1.65700 0.19 2.69 -4.36 0.467
O -2.79787 -2.90799 -2.74706 0.61 0.98 0.65 -0.684
O -1.08827 -5.02176 0.49656 -0.60 -0.98 -2.63 -0.797
C -0.77963 -4.92206 1.69778 5.47 -1.84 2.50 0.649
O 0.25151 -5.39656 2.21672 -1.50 0.41 -0.46 -0.906
C -1.65826 -3.98401 2.39003 -1.26 -3.33 -4.65 0.324
O -2.70059 -3.93722 1.64444 -3.56 1.14 -1.06 -0.368
O -1.42979 -3.33007 3.27138 1.92 4.69 7.37 -0.571
O 0.82513 6.20253 2.00069 -1.07 -1.04 0.59 -0.626
H 1.65072 5.82277 2.37324 -0.92 0.13 0.07 0.304
H 0.06099 5.67412 2.39516 1.86 1.05 -0.68 0.283
O 2.90322 -5.91186 2.22813 -0.78 -2.04 2.48 -0.790
H 3.03034 -6.55736 3.01962 -0.11 1.49 -2.16 0.289
H 1.89423 -5.84989 2.23962 0.86 0.24 -0.46 0.580
O 5.42085 4.82448 0.04206 -1.93 0.12 0.07 -0.685
H 4.48597 5.24510 0.06393 2.41 -0.30 0.05 0.428
H 6.03966 5.47223 -0.30995 -0.28 0.05 0.01 0.254
O 5.34921 -1.59840 2.99650 3.41 0.36 1.08 -0.649
H 4.75386 -2.34580 2.85411 0.28 -0.59 0.16 0.435
H 6.30343 -1.87069 3.35032 -3.62 0.37 -1.34 0.273
O 3.25281 6.51728 0.12928 0.75 4.23 -0.10 -0.665
H 2.96604 6.43081 -0.77176 -0.50 -1.05 -0.96 0.075
H 3.40602 7.55690 0.02245 -0.17 -3.08 1.24 0.390
O -2.10550 1.21303 -3.99034 -4.40 -5.50 -0.68 -0.626
H -2.98075 1.39333 -3.51719 1.31 -0.39 -1.30 0.324
H -1.66513 1.92644 -3.76606 3.58 5.65 1.59 0.283
O 2.17034 4.92047 4.16940 -1.21 -0.03 0.74 -0.649
H 1.46035 4.59665 4.79731 1.70 0.22 -1.09 0.313
H 2.91186 4.30837 4.11665 -0.35 -0.28 0.41 0.313
O 5.25705 0.03654 -1.09888 1.43 -4.58 -3.51 -0.812
H 5.33497 -0.70445 -1.94084 -1.04 3.25 3.04 0.370
H 6.01562 -0.41626 -0.66776 -0.54 0.83 0.63 0.288
O -1.37166 3.58549 -2.68331 2.28 0.83 1.14 -0.604
H -1.52968 4.08201 -1.82513 0.06 -0.84 -1.34 0.450
H -0.35626 3.58836 -2.78131 -2.44 0.00 -0.12 0.186
O 1.55771 -0.65173 4.50002 -0.47 -2.08 -0.03 -0.608
H 0.89462 -0.37749 5.16710 0.47 -0.70 -0.63 0.288
H 1.47788 -1.67243 4.36366 -0.02 2.77 0.48 0.316
O 3.76031 -5.59245 -1.49063 2.18 0.85 -3.91 -0.616
H 3.62110 -6.08661 -0.74870 -1.07 -1.96 3.57 0.304
H 4.44489 -6.15057 -1.96049 -1.20 1.08 0.44 0.282
O 5.80728 -3.70200 -0.77178 0.15 3.23 0.21 -0.576
H 6.55957 -4.23559 -0.73732 1.33 -1.58 0.04 0.241
H 5.01635 -4.17698 -0.90043 -1.42 -1.48 -0.30 0.402
O 0.59712 6.39513 -0.89435 3.02 0.49 -1.59 -0.699
H 1.36565 6.38400 -1.63063 -2.90 -0.02 2.41 0.282
H 1.07706 6.55337 -0.03780 -0.73 -0.36 -0.82 0.433
O 2.94424 6.11755 -2.72220 0.96 0.88 -1.32 -0.611
H 3.78209 6.65837 -2.78527 -1.28 -0.94 -0.07 0.255
H 2.60735 6.08080 -3.65397 0.40 0.12 1.19 0.286
O 3.32920 -3.46778 3.25039 0.81 1.80 2.11 -0.557
H 3.69381 -3.53772 4.16013 -0.36 0.80 -0.53 0.334
H 3.29089 -4.38604 3.08248 -0.57 -2.25 -1.57 0.272
O -1.78462 4.98904 -0.46817 -2.18 -1.58 -0.09 -0.587
H -2.21076 5.01463 0.37313 -1.09 -0.46 0.76 0.291
H -1.09459 5.56111 -0.31293 3.17 2.35 -0.30 0.229
O -4.47461 2.29302 -3.49314 3.16 1.52 -1.01 -0.585
H -4.48486 3.01969 -2.89356 -0.37 0.53 0.67 0.262
H -5.23132 1.79195 -3.46908 -3.26 -2.05 0.57 0.355
O -6.49761 0.23790 -3.04361 -3.90 6.18 -3.65 -0.641
H -6.24461 -0.40188 -2.50209 1.58 -5.09 4.14 0.435
H -7.42381 0.54993 -2.76385 2.30 -1.14 -0.51 0.310
O 5.03181 2.60986 -1.86166 -0.58 3.65 0.88 -0.659
H 5.16786 1.70335 -1.61658 0.29 -0.60 1.02 0.424
H 5.05809 3.32182 -1.09056 0.33 -2.61 -1.95 0.391
O 1.02852 3.13533 -3.98744 1.90 -4.66 -0.85 -0.652
H 1.64616 3.84300 -3.93229 1.06 0.72 0.03 0.224
H 1.65235 2.23249 -4.16755 -2.64 3.90 0.75 0.355
```
Forces are in eV/Å.

As for the relative energy (zero: lowest compared OMol25 entry of this formula, charge and spin): 69.6 kJ/mol. The frontier orbital gap comes out at 6.73 eV. The total charge is -1. The calculation puts the HOMO energy at -6.6 eV.



| no. | energy (eV) |
| --- | --- |
| 1 | -66506.787 |
| 2 | -97296.412 |